{
  "formula": "C5H11O2",
  "method": "wB97M-V/def2-TZVPD",
  "lumo_energy_ev": 3.90,
  "total_charge": -1,
  "spin_multiplicity": 1,
  "homo_energy_ev": -3.97,
  "symbols": ["H", "H", "H", "H", "H", "O", "C", "C", "C", "C", "H", "O", "H", "H", "H", "H", "H", "C"],
  "xyz": [[-2.17, -2.69, -0.04], [-1.47, -1.23, -0.61], [1.21, 0.02, -0.70], [1.42, 1.03, 2.13], [-0.06, -3.94, -0.93], [-0.28, 2.47, 0.90], [1.24, 0.88, -0.01], [-1.54, -2.31, -0.85], [-0.17, 1.50, 0.11], [1.82, 0.41, 1.34], [1.92, 1.58, -0.47], [-1.06, 0.99, -0.61], [-2.03, -2.27, -1.82], [0.36, -2.55, 0.11], [1.50, -0.61, 1.59], [0.48, -2.48, -1.64], [2.90, 0.47, 1.35], [-0.12, -2.86, -0.81]],
  "lowdin_charge": [0.058, 0.039, 0.078, 0.056, 0.042, -0.090, -0.198, -0.175, -0.756, -0.128, 0.090, -0.100, 0.056, 0.049, 0.052, 0.060, 0.048, -0.183]
}

---

{
  "formula": "C3H4N2O",
  "method": "wB97M-V/def2-TZVPD",
  "lumo_energy_ev": 0.65,
  "total_charge": 0,
  "spin_multiplicity": 1,
  "homo_energy_ev": -8.60,
  "symbols": ["C", "H", "C", "H", "N", "C", "N", "O", "H", "H"],
  "xyz": [[0.23, 0.13, -0.69], [-1.70, 0.30, 1.89], [-0.91, 0.06, 1.18], [-1.86, -0.17, -0.14], [-0.91, 0.52, -0.18], [1.02, -0.30, 0.37], [0.30, -0.35, 1.52], [0.42, 0.30, -2.01], [2.06, -0.59, 0.32], [1.35, 0.06, -2.21]],
  "lowdin_charge": [-0.450, 0.114, -0.219, 0.232, 0.071, -0.106, 0.048, 0.084, 0.104, 0.122]
}

---

{
  "formula": "C4H7NdO3",
  "method": "wB97M-V/def2-TZVPD",
  "lumo_energy_ev": [-5.64, -5.57],
  "total_charge": 1,
  "spin_multiplicity": 5,
  "homo_energy_ev": [-9.82, -9.87],
  "symbols": ["C", "O", "H", "C", "Nd", "O", "H", "H", "C", "H", "C", "O", "H", "H", "H"],
  "xyz": [[-0.77, 0.79, 0.75], [-0.37, -0.45, 0.72], [1.75, -2.09, 1.15], [1.15, -2.24, 0.24], [-1.22, 3.89, 1.79], [-0.29, 2.06, 0.00], [1.35, -0.18, -0.40], [0.05, -1.07, -1.22], [-0.99, 1.45, -1.16], [1.80, -2.66, -0.54], [0.57, -0.94, -0.27], [-1.36, 1.18, 1.77], [0.35, -2.97, 0.45], [-1.86, 2.06, -1.46], [-0.16, 1.17, -1.83]],
  "mulliken_spin": [0.003, 0.000, 0.000, 0.000, 4.020, -0.001, 0.000, 0.000, -0.014, 0.000, -0.001, -0.005, 0.000, -0.003, 0.000]
}

---

{
  "formula": "C7H7NO3",
  "method": "wB97M-V/def2-TZVPD",
  "lumo_energy_ev": 0.38,
  "total_charge": 0,
  "spin_multiplicity": 1,
  "homo_energy_ev": -8.78,
  "symbols": ["C", "O", "O", "H", "C", "N", "C", "H", "H", "H", "C", "H", "C", "H", "O", "C", "C", "H"],
  "xyz": [[-0.83, 0.36, 0.02], [-2.69, -1.10, 0.73], [-3.14, 0.69, -0.69], [1.07, 3.20, -0.04], [-2.34, 0.01, 0.00], [-0.10, -1.97, -0.26], [1.49, -0.25, 0.02], [-1.97, -1.31, 1.12], [2.17, -1.79, 0.44], [2.93, 1.38, 0.11], [0.86, 2.00, 0.15], [-1.01, -2.13, -0.76], [1.86, 1.14, 0.08], [0.77, -2.26, -0.91], [2.46, -1.23, -0.10], [-0.50, 1.71, 0.09], [0.17, -0.67, -0.13], [-1.23, 2.23, 0.12]],
  "lowdin_charge": [-0.042, 0.171, 0.080, 0.167, -0.362, 0.096, -0.211, -0.015, -0.025, 0.128, -0.113, 0.130, -0.015, 0.179, 0.105, 0.003, -0.288, 0.013]
}

---

{
  "formula": "C4H7NO2",
  "method": "wB97M-V/def2-TZVPD",
  "lumo_energy_ev": 0.76,
  "total_charge": 0,
  "spin_multiplicity": 1,
  "homo_energy_ev": -9.63,
  "symbols": ["O", "H", "C", "C", "H", "C", "C", "H", "H", "N", "H", "H", "H", "O"],
  "xyz": [[1.61, 1.01, -0.43], [-2.75, -1.45, -0.16], [-1.70, -1.20, -0.29], [1.33, -0.28, 0.02], [2.23, 0.98, -1.17], [-1.27, 0.02, -0.33], [-1.15, 1.31, -0.51], [-1.01, 2.00, 0.31], [-0.99, -2.02, -0.36], [1.29, -0.29, 1.39], [1.00, -1.15, 1.82], [-1.15, 1.75, -1.50], [1.07, 0.56, 1.87], [1.50, -1.26, -0.66]],
  "lowdin_charge": [0.033, 0.065, 0.001, -0.677, 0.119, -0.216, -0.002, 0.067, 0.056, 0.178, 0.113, 0.074, 0.106, 0.082]
}

---

{
  "formula": "C4H6N2O2",
  "method": "wB97M-V/def2-TZVPD",
  "lumo_energy_ev": 0.88,
  "total_charge": 0,
  "spin_multiplicity": 1,
  "homo_energy_ev": -9.30,
  "symbols": ["H", "H", "H", "C", "C", "N", "H", "H", "C", "C", "H", "N", "O", "O"],
  "xyz": [[-1.48, 1.11, -1.24], [-0.68, 0.08, 1.63], [-0.03, -2.58, 0.20], [-0.87, 0.55, -0.56], [-1.35, 0.09, 0.76], [0.07, -1.56, -0.04], [2.01, 1.52, 0.47], [-2.44, 0.23, 0.96], [0.58, 0.67, -0.51], [1.14, -0.72, -0.22], [0.85, 0.82, -1.59], [-1.15, -0.92, -0.32], [2.27, -1.03, 0.17], [1.08, 1.73, 0.28]],
  "lowdin_charge": [0.141, 0.136, 0.189, -0.173, -0.077, 0.065, 0.108, 0.115, -0.318, -0.392, 0.169, -0.025, 0.041, 0.021]
}

---

DFT total energy in hartree, matching the order above: -347.64090, -301.39846, -943.32869, -551.31493, -361.79901, -415.92759
Molecular weight in g/mol, matching the order above: 103.14, 84.08, 247.34, 153.14, 101.10, 114.10
ΔE to the lowest compared entry with this formula, charge and spin in kJ/mol, matching the order above: 23.0, 233.1, 204.6, 342.8, 214.9, 296.8